The following is a quantum chemistry calculation of C3H4Br2Na6O3 as an isolated structure at a distorted geometry, from the Open Molecules 2025 dataset.

XYZ file:
```
18
Properties=species:S:1:pos:R:3:forces:R:3
Na 5.308 5.765 21.440 0.19 0.50 0.24
Na 8.787 7.521 20.739 0.56 -0.59 0.35
Na 8.575 5.640 17.479 0.20 0.29 -0.05
Na 6.406 3.044 21.155 0.99 -0.67 0.27
Na 10.884 3.240 19.208 0.16 0.16 0.77
Na 7.786 2.624 17.774 -0.14 -0.43 0.10
C 8.776 4.448 20.679 -0.69 0.58 -2.18
O 8.606 3.259 20.357 0.04 -4.22 -1.10
O 9.681 5.116 20.119 1.80 1.78 -0.69
O 7.842 4.997 21.304 -3.11 2.60 2.34
Br 9.320 4.779 27.024 0.08 0.63 -0.64
C 9.659 5.959 25.481 -0.59 -0.32 -0.09
C 9.773 5.131 24.197 1.17 0.25 0.19
Br 11.479 4.147 24.245 -0.38 -0.09 -0.20
H 10.522 6.590 25.693 0.30 -0.58 -0.09
H 8.852 6.687 25.401 -0.42 -0.32 0.11
H 9.908 5.749 23.309 -0.14 0.32 0.11
H 8.987 4.411 23.967 -0.01 0.12 0.57
```
Forces are in eV/Å.

Output
spin multiplicity	2
DFT total energy	-6463.463562	Ha
charge	+3
E_HOMO (spin up / spin down)	-15.2 / -15.9	eV
frontier orbital gap (spin up / spin down)	4.4346 / 4.7700	eV

---

The following is a quantum chemistry calculation of a 2-piece molecular cluster, C3H4Br2O overall at a distorted geometry, from the Open Molecules 2025 dataset.

XYZ file:
```
10
Properties=species:S:1:pos:R:3:forces:R:3
C 0.231 0.564 0.025 -0.73 2.18 1.11
C 0.141 -0.670 -0.382 1.16 -1.23 -1.08
C -0.334 -1.785 0.432 1.85 -1.06 -1.98
O -0.765 -1.849 1.488 -1.76 0.35 3.01
Br 0.236 -3.541 -0.418 -0.13 0.22 -0.04
H 0.582 1.399 -0.594 0.20 -0.65 0.14
H -0.163 0.885 1.008 0.18 -0.39 -0.58
H 0.629 -1.059 -1.271 -0.29 0.55 -0.27
Br -2.497 -1.397 -1.982 -1.61 -1.35 -0.31
H -1.562 -0.417 -1.906 1.13 1.36 0.00
```
Forces are in eV/Å.

Output
DFT total energy	-5339.939918	Ha
SMILES	C=CC(=O)Br.Br
relative energy (zero: lowest compared OMol25 entry of this formula, charge and spin)	11.3	kJ/mol
E_HOMO	-10.3	eV
frontier orbital gap	9.8070	eV

---

The following is a quantum chemistry calculation of a 2-piece molecular cluster, C3H4BrCl overall at a distorted geometry, from the Open Molecules 2025 dataset.

XYZ file:
```
9
Properties=species:S:1:pos:R:3:forces:R:3
C 0.896 0.570 -0.928 0.86 -0.41 0.23
C 0.973 -0.378 -0.032 -4.83 -0.65 0.60
C -1.032 -1.063 0.496 3.08 2.97 -2.14
Cl -2.181 -0.364 -0.654 0.68 -0.89 0.49
Br 2.146 -1.417 0.898 0.69 -0.10 -0.12
H 1.578 1.027 -1.584 2.07 0.06 -0.15
H 0.016 1.071 -1.184 -2.16 -0.05 0.15
H -0.812 -2.074 0.568 -0.15 -1.94 -0.81
H -1.230 -0.676 1.434 -0.24 1.00 1.76
```
Forces are in eV/Å.

Output
DFT total energy	-3150.781878	Ha
relative energy (zero: lowest compared OMol25 entry of this formula, charge and spin)	294.5	kJ/mol
E_HOMO	-9.1	eV
frontier orbital gap	9.8043	eV